(1)
DFT (wB97M-V/def2-TZVPD) results for 2 unconnected molecules or ions with the total composition C2H10NS in a non-equilibrium geometry.

Summary:
Kohn-Sham gap (spin up / spin down)   11.8 / 5.9 eV
Total charge   +2
LUMO level (spin up / spin down)   -7.94 / -13.88 eV
ΔE to the lowest compared entry with this formula, charge and spin   1.9231 eV
Expectation value of S²   0.75
Spin multiplicity   2

Atoms and positions in Å:
N: 3.097 0.862 1.051
H: 3.344 1.041 0.070
H: 3.687 0.112 1.466
H: 2.960 1.669 1.677
H: 0.096 0.116 -1.588
C: -2.252 -0.554 -1.531
S: -0.941 0.437 -0.810
C: -0.664 -0.232 0.788
H: -3.018 -0.449 -0.763
H: -2.012 -1.613 -1.373
H: -2.556 -0.343 -2.551
H: -0.498 0.587 1.482
H: -1.474 -0.781 1.274
H: 0.230 -0.851 0.808

Here are the Löwdin charges for atoms 1 to 4, given in e:
1. N 0.503
2. H 0.159
3. H 0.174
4. H 0.166

(2)
DFT (wB97M-V/def2-TZVPD) results for 2 unconnected molecules or ions with the total composition C3H6ClO2P in a non-equilibrium geometry.

Summary:
SMILES string   C=CP(O)Cl.C=O
Kohn-Sham gap   9.9 eV
Total charge   0
LUMO level   0.69 eV
ΔE to the lowest compared entry with this formula, charge and spin   3.0868 eV

Atoms and positions in Å:
C: 2.539 1.699 -1.600
C: 2.252 0.664 -0.818
C: -2.452 -0.501 -0.040
O: 1.408 -1.734 -0.102
O: -2.056 -1.403 0.521
P: 0.721 -0.405 -0.541
Cl: 0.348 -0.654 -2.634
H: 3.540 2.025 -1.794
H: 1.804 2.126 -2.251
H: 3.113 0.360 -0.398
H: -1.768 0.011 -0.639
H: 0.814 -2.269 0.396
H: -3.412 -0.128 0.083

Here are the Löwdin charges for atoms 1 to 4, given in e:
1. C -0.063
2. C -0.355
3. C -0.224
4. O -0.303

(3)
DFT (wB97M-V/def2-TZVPD) results for a gas-phase ion, C4H4BrO3 (charge -1) in a non-equilibrium geometry.

Summary:
Kohn-Sham gap   6.0 eV
Total charge   -1
LUMO level   3.48 eV
ΔE to the lowest compared entry with this formula, charge and spin   2.8884 eV

Atoms and positions in Å:
C: 1.168 1.521 0.144
C: 1.140 0.271 0.656
C: 0.355 -0.894 0.309
C: -0.695 -2.511 1.818
O: -0.867 -0.482 -0.421
O: 0.214 -1.721 1.480
O: -0.835 -3.055 2.904
Br: 2.464 -0.217 1.905
H: 1.925 2.191 0.481
H: 0.390 1.903 -0.532
H: -1.558 -2.744 1.190
H: -0.967 0.462 -0.205

Here are the Löwdin charges for atoms 1 to 4, given in e:
1. C -0.126
2. C -0.788
3. C -0.385
4. C -0.454

(4)
DFT (wB97M-V/def2-TZVPD) results for a molecular structure, C26H28N7O8PtS2 in a non-equilibrium geometry.

Summary:
Kohn-Sham gap (spin up / spin down)   8.3 / 4.5 eV
Total charge   +1
LUMO level (spin up / spin down)   -2.91 / -6.66 eV
Expectation value of S²   6.02
Spin multiplicity   5

Atoms and positions in Å:
Pt: -0.423 0.043 -0.219
O: 4.355 -0.432 -4.497
C: 3.720 0.450 -5.068
O: 3.750 1.098 -6.092
C: 2.391 0.809 -4.180
C: 2.442 1.853 -3.279
C: 1.407 1.948 -2.355
N: 0.451 1.015 -2.277
C: 0.406 0.057 -3.196
C: 1.345 -0.080 -4.215
C: -0.578 -1.110 -2.934
O: -1.384 -1.425 -3.774
O: -0.336 -1.626 -1.772
H: 3.241 2.582 -3.294
H: 1.360 2.769 -1.656
H: 1.244 -0.857 -4.960
C: -4.361 -0.171 3.771
N: -3.434 0.217 2.721
C: -4.004 0.997 1.640
C: -2.278 -0.466 2.480
O: -1.952 -0.788 1.315
N: -1.529 -0.823 3.548
C: -0.381 -1.684 3.337
C: -1.549 -0.113 4.814
H: -5.270 -0.582 3.322
H: -4.642 0.691 4.379
H: -3.923 -0.934 4.407
H: -4.599 1.804 2.065
H: -4.641 0.392 0.985
H: -3.198 1.423 1.050
H: -0.509 -2.249 2.418
H: -0.286 -2.372 4.176
H: 0.539 -1.092 3.261
H: -2.196 0.757 4.757
H: -0.538 0.232 5.042
H: -1.881 -0.759 5.629
S: -4.349 1.488 -2.515
C: -2.785 1.473 -1.820
N: -2.402 0.350 -1.307
C: -3.369 -0.643 -1.445
C: -3.294 -1.976 -1.034
C: -4.375 -2.799 -1.257
C: -5.532 -2.326 -1.885
C: -5.624 -1.018 -2.305
C: -4.530 -0.186 -2.090
H: -2.177 2.367 -1.815
H: -2.403 -2.339 -0.553
H: -4.320 -3.833 -0.946
H: -6.361 -3.001 -2.051
H: -6.513 -0.651 -2.801
O: 1.373 2.124 0.717
N: 0.498 2.224 1.613
O: 0.652 2.912 2.597
O: -0.605 1.551 1.477
N: 2.635 -2.036 -1.575
C: 2.967 -1.141 -0.655
S: 1.895 -0.886 0.666
N: 4.143 -0.545 -0.732
C: 4.807 0.281 0.201
C: 6.201 0.293 0.145
C: 6.915 1.000 1.092
C: 6.249 1.712 2.085
C: 4.864 1.763 2.088
C: 4.137 1.066 1.135
H: 1.668 -2.357 -1.624
H: 3.265 -2.224 -2.340
H: 4.674 -0.736 -1.579
H: 6.714 -0.271 -0.626
H: 7.996 0.991 1.063
H: 6.815 2.244 2.837
H: 4.345 2.370 2.817
H: 3.062 1.187 1.073

Here are the Löwdin charges for atoms 1 to 4, given in e:
1. Pt 1.131
2. O 0.114
3. C -0.551
4. O 0.276

(5)
DFT (wB97M-V/def2-TZVPD) results for a molecular structure, C13H17BBrF16N2O7S2 in a non-equilibrium geometry.

Summary:
Kohn-Sham gap   7.6 eV
Total charge   -1
LUMO level   1.69 eV

Atoms and positions in Å:
C: 6.732 2.853 3.516
C: 5.987 4.195 3.232
C: 4.854 4.536 4.245
Br: 3.617 3.006 4.593
S: 3.938 6.100 3.786
O: 4.284 6.541 2.406
O: 4.491 7.120 4.745
N: 2.299 5.982 4.123
S: 1.456 5.203 2.886
O: 0.535 6.217 2.267
O: 2.301 4.459 1.897
B: 0.303 3.902 3.646
N: 0.301 2.558 3.104
O: -0.539 4.197 4.757
H: 7.446 2.921 4.374
H: 6.065 1.989 3.709
H: 7.359 2.580 2.631
H: 6.750 5.007 3.340
H: 5.618 4.287 2.185
H: 5.340 4.725 5.229
H: 0.243 1.835 3.814
H: 1.106 2.368 2.520
H: -0.082 3.806 5.511
C: -1.939 1.616 -1.758
C: -1.336 1.247 -0.379
C: 0.178 1.405 -0.190
F: 0.903 0.632 -1.016
F: 0.520 1.039 1.069
F: -1.732 -0.008 -0.054
F: -1.925 2.073 0.523
O: -2.216 0.566 -2.706
C: -1.222 0.090 -3.572
C: -0.872 -1.378 -3.305
F: -0.465 -1.577 -2.040
F: 0.136 -1.782 -4.113
F: -0.157 0.901 -3.541
F: -1.728 0.186 -4.818
H: -2.930 2.011 -1.533
H: -1.408 2.445 -2.226
H: 0.483 2.446 -0.327
H: -1.738 -2.017 -3.483
C: -3.612 -5.543 -1.332
C: -3.468 -7.074 -1.525
C: -2.197 -7.597 -2.205
F: -2.040 -7.155 -3.461
F: -2.247 -8.951 -2.285
F: -4.571 -7.539 -2.151
F: -3.485 -7.618 -0.275
O: -4.406 -4.791 -2.268
C: -3.852 -4.318 -3.466
C: -4.499 -4.949 -4.704
F: -4.402 -6.289 -4.699
F: -3.885 -4.508 -5.825
F: -2.517 -4.450 -3.436
F: -4.093 -2.992 -3.482
H: -4.163 -5.429 -0.397
H: -2.650 -5.062 -1.149
H: -1.308 -7.330 -1.627
H: -5.558 -4.688 -4.758

Here are the Löwdin charges for atoms 1 to 4, given in e:
1. C -0.148
2. C -0.310
3. C -0.679
4. Br 0.698

(6)
DFT (wB97M-V/def2-TZVPD) results for C7H13NO in the gas phase in a non-equilibrium geometry.

Summary:
SMILES string   C/C=C(\C)[C@H](N)C(C)=O
Kohn-Sham gap   9.3 eV
Total charge   0
LUMO level   0.92 eV
ΔE to the lowest compared entry with this formula, charge and spin   1.4055 eV

Atoms and positions in Å:
C: 0.446 0.555 1.075
C: 1.586 -0.711 -1.990
C: 0.461 1.758 1.969
C: -1.951 0.818 0.389
C: 0.210 -0.211 -1.657
C: -0.638 0.100 0.416
N: 0.186 -2.233 -0.048
C: -0.554 -1.089 -0.495
O: -0.374 0.603 -2.330
H: 1.352 -0.036 1.083
H: 0.932 -2.009 0.599
H: -0.422 -2.922 0.377
H: -1.531 -1.369 -0.895
H: 2.321 -0.084 -1.494
H: 1.732 -1.736 -1.679
H: 1.736 -0.640 -3.062
H: 0.099 2.640 1.445
H: -0.176 1.607 2.844
H: 1.464 1.951 2.327
H: -2.783 0.124 0.261
H: -2.129 1.364 1.312
H: -1.966 1.518 -0.446

Here are the Löwdin charges for atoms 1 to 4, given in e:
1. C -0.118
2. C -0.014
3. C -0.097
4. C -0.037